Record 1
DFT (wB97M-V/def2-TZVPD) results for a molecular structure, C30H28N2ReSi in a non-equilibrium geometry.

Each line ends with the Löwdin charge.
Atoms and positions in Å:
Re 0.560 -0.278 1.692  1.4006
Si 0.445 -0.848 -2.316  1.0904
N -1.416 0.796 1.943  -0.0678
N 0.322 0.765 4.063  0.0567
C 2.460 -0.204 2.570  -0.2355
C 2.829 -0.429 -5.799  -0.0407
C -2.968 2.180 3.188  -0.1334
C -1.226 2.058 5.431  -0.1252
C -0.724 -1.901 -3.401  -0.3432
C -2.454 2.763 5.499  0.0103
C -2.374 0.595 1.018  -0.1328
C 1.700 -0.670 -4.992  -0.0681
C -2.149 -3.928 -4.838  -0.0402
C 3.633 1.174 -4.154  -0.0521
C -1.019 -4.267 -4.059  -0.0477
C -3.880 2.121 2.126  0.0328
C 0.005 1.625 -0.970  -0.0867
C 0.761 1.099 6.414  0.0000
C 2.680 -0.055 1.203  -0.1755
C -0.395 1.847 6.546  0.0315
C -0.355 -3.260 -3.343  -0.1333
C -0.815 1.481 4.184  -0.1324
C -1.891 -1.590 -4.147  -0.0816
C 2.116 -1.172 0.560  -0.2960
C -3.581 1.305 1.052  -0.0156
C -1.714 1.526 3.058  -0.1283
C 3.819 0.466 -5.356  -0.0392
C 1.603 -0.120 -3.692  -0.2746
C -2.597 -2.586 -4.881  -0.0465
C -3.280 2.833 4.414  0.0076
C 1.535 -2.048 1.522  -0.2401
C 1.758 -1.441 2.809  -0.2461
C 1.080 0.580 5.149  -0.0983
C 2.487 0.937 -3.376  -0.1127
H -2.278 -0.568 -4.175  0.1053
H -2.645 -4.715 -5.430  0.1238
H -0.108 2.400 -0.141  0.0826
H 2.316 1.515 -2.475  0.0648
H 2.837 0.519 3.299  0.1264
H -4.214 3.379 4.487  0.1305
H -4.825 2.661 2.203  0.1402
H 0.485 -3.536 -2.716  0.0841
H 1.984 -0.013 5.029  0.1076
H -2.131 -0.118 0.218  0.1045
H 4.734 0.611 -5.947  0.1251
H 1.335 -1.833 3.730  0.1277
H 1.091 -1.899 -1.411  0.0201
H -0.299 0.672 -0.455  -0.0832
H 1.142 1.496 -1.036  0.0326
H 0.937 -1.361 -5.356  0.1067
H -4.271 1.191 0.224  0.1212
H 1.446 0.885 7.237  0.1289
H 0.914 -2.885 1.266  0.1170
H 4.398 1.896 -3.829  0.1214
H 2.221 -1.337 -0.496  0.0358
H 2.951 -0.954 -6.759  0.1261
H -3.481 -2.351 -5.516  0.1253
H -0.670 2.272 7.506  0.1350
H -2.707 3.228 6.447  0.1332
H -0.637 -5.305 -4.031  0.1254
H -0.685 2.033 -1.685  0.0546
H 3.204 0.760 0.692  0.1408

Values from the calculation:
**LUMO energy (alpha / beta)**: -8.087 / -8.038 eV
**Electronic energy**: -1636.489711 hartree
**Charge**: +2
**2S+1**: 4
**HOMO level (alpha / beta)**: -11.890 / -13.963 eV
**<S²>**: 3.772

---

Record 2
DFT (wB97M-V/def2-TZVPD) results for a molecular structure, C56H85IrN6O4.

Each line ends with the Löwdin charge.
Atoms and positions in Å:
Ir 0.708 0.319 -0.550  1.7359
O 0.669 -1.428 0.587  -0.1239
O -1.170 0.883 -0.328  -0.2363
O 0.711 0.959 1.396  -0.2646
O 1.265 -1.000 -1.983  -0.2820
N 0.687 1.578 -2.292  -0.2168
N -3.121 -2.206 -1.796  0.2238
N -0.409 -3.367 0.969  0.0043
N -1.202 -1.826 -0.621  0.2004
N 2.791 0.735 -0.556  -0.2087
N 1.491 3.327 -0.202  -0.1659
C 3.245 1.695 0.530  -0.1188
C 0.378 4.336 6.878  -0.0649
C 3.783 -6.768 -0.756  -0.0607
C -4.712 1.728 -5.670  -0.0656
C -6.029 2.864 -3.896  -0.0406
C 0.864 0.066 4.115  -0.5089
C 4.066 -5.498 1.359  -0.0427
C -2.246 -2.599 -0.866  -0.3822
C 2.114 -0.586 3.501  -0.0409
C -3.473 -0.174 1.273  -0.0309
C 3.095 -1.863 -0.750  -0.1394
C 0.604 1.921 2.326  -0.2630
C 2.638 -4.349 -1.809  0.0317
C 1.584 -2.366 -4.652  -0.0265
C -0.378 -3.294 -3.413  -0.0365
C 0.351 3.734 0.617  -0.1183
C -2.096 1.032 -1.289  -0.2791
C 0.586 2.518 4.658  0.0309
C 2.026 1.335 -2.920  -0.1258
C -1.480 -4.175 0.723  -0.0097
C 0.402 3.866 4.386  -0.1628
C 0.392 3.039 -2.320  -0.1218
C 3.777 -2.967 -0.258  0.0038
C -4.394 1.344 -1.868  0.0187
C 1.927 -3.275 -2.342  -0.0707
C 3.144 1.376 -1.884  -0.0956
C 2.805 3.171 0.379  -0.1310
C 1.016 -0.071 5.634  -0.0677
C 0.441 3.279 2.033  -0.1586
C -3.190 2.311 1.364  -0.0205
C 4.272 -5.447 -0.162  -0.5547
C -4.104 1.407 -3.233  -0.1625
C -5.373 1.318 0.760  -0.0645
C 1.356 5.987 5.303  -0.0479
C -3.446 1.171 -0.872  -0.0740
C 1.132 -3.433 -3.644  -0.5153
C -3.859 1.155 0.606  -0.5144
C -0.319 -2.183 0.303  -0.4435
C 5.771 -5.305 -0.458  -0.0406
C -0.364 0.912 -3.139  -0.1159
C 0.259 4.928 5.474  -0.5594
C -0.410 -0.698 3.717  -0.0283
C -2.775 1.299 -3.599  0.0190
C -1.116 5.598 5.350  -0.0458
C 2.078 -2.037 -1.689  -0.2624
C -6.173 0.380 -4.177  -0.0425
C 1.365 3.887 -1.520  -0.1634
C 1.386 -4.794 -4.301  -0.0613
C -5.237 1.595 -4.241  -0.5581
C -2.431 -3.835 -0.168  0.0231
C -1.773 1.101 -2.648  -0.1518
C 0.633 -3.786 1.911  0.0267
C 3.526 -4.244 -0.739  -0.1623
C 3.603 -0.513 -0.294  -0.0944
C 0.345 4.220 3.046  0.0136
C 0.704 1.528 3.681  -0.0690
H 0.230 4.826 0.583  0.1292
H -1.286 -0.225 4.165  0.0959
H -6.490 2.802 -2.910  0.0785
H -0.548 3.297 0.169  0.1068
H 2.027 -0.697 2.425  0.0426
H 0.132 0.274 6.173  0.0886
H 2.450 -4.990 -4.440  0.0924
H -5.428 1.442 -1.573  0.0931
H -0.634 -2.267 -3.152  0.0560
H -0.108 -0.140 -3.160  0.0884
H -0.266 1.289 -4.162  0.1422
H -0.631 3.182 -1.982  0.1243
H -2.481 1.354 -4.639  0.1105
H -5.551 1.865 -6.353  0.0894
H 2.646 -2.475 -4.883  0.0995
H -0.713 -3.952 -2.609  0.0835
H 1.024 -2.476 -5.583  0.0924
H 2.900 1.281 1.470  0.0945
H 3.543 3.733 -0.200  0.1211
H -2.114 2.173 1.436  0.0613
H -6.827 3.015 -4.625  0.0887
H -1.241 6.079 4.379  0.0773
H -1.507 -5.096 1.286  0.1439
H -0.536 -0.708 2.637  0.0544
H -6.575 0.236 -3.173  0.0790
H 6.180 -4.393 -0.020  0.0791
H -0.360 -1.726 4.090  0.0764
H -3.273 -4.483 -0.358  0.1204
H 5.952 -5.274 -1.534  0.0918
H -5.729 2.269 0.361  0.0913
H 0.427 3.323 -3.378  0.1385
H -5.383 3.743 -3.912  0.0930
H 2.837 3.591 1.388  0.1364
H -5.618 1.298 1.822  0.0899
H 0.657 2.216 5.690  0.0800
H 4.497 -4.627 1.855  0.0809
H -0.924 -3.564 -4.320  0.0932
H 2.517 -5.314 -2.275  0.0866
H 2.264 -1.578 3.938  0.0844
H -7.015 0.511 -4.859  0.0889
H 4.536 -2.806 0.500  0.1256
H 1.284 6.487 4.336  0.0752
H -5.928 0.510 0.278  0.0884
H 0.954 -5.618 -3.730  0.0898
H -3.071 -1.264 -2.163  0.1013
H 0.816 -4.849 1.768  0.0903
H 4.283 -7.599 -0.257  0.0886
H 3.001 0.009 3.735  0.0951
H -1.916 4.864 5.467  0.0896
H 2.706 -6.898 -0.624  0.0882
H 4.008 -6.843 -1.822  0.0876
H 6.324 -6.151 -0.044  0.0892
H 1.412 -1.361 -4.274  0.0508
H 0.914 -4.801 -5.285  0.0888
H -3.588 2.360 2.380  0.0928
H 1.353 3.873 7.044  0.0888
H -2.398 -0.324 1.253  0.0566
H -3.394 3.269 0.879  0.0983
H 1.540 -3.229 1.697  0.0868
H -4.172 0.836 -5.991  0.0851
H -3.796 -0.161 2.317  0.0925
H -5.644 -0.532 -4.466  0.0859
H 1.154 -1.126 5.877  0.0853
H 4.018 0.881 -2.311  0.1393
H 0.258 5.129 7.618  0.0871
H 4.341 1.654 0.519  0.1373
H 2.200 2.042 -3.734  0.1442
H 4.571 -0.343 -0.774  0.1379
H -3.969 -1.017 0.782  0.0822
H 2.347 5.534 5.375  0.0896
H -1.237 6.362 6.121  0.0858
H 0.958 4.909 -1.496  0.1333
H 1.884 0.472 6.012  0.0933
H 0.223 5.259 2.757  0.1160
H 1.998 0.342 -3.343  0.0911
H 3.445 2.387 -1.658  0.0874
H 4.541 -6.388 1.776  0.0892
H -4.052 2.591 -5.779  0.0892
H 2.327 3.961 -2.024  0.1170
H -3.975 -2.718 -1.926  0.1242
H -0.394 3.588 7.069  0.0874
H 0.317 -3.591 2.933  0.0928
H 3.790 -0.548 0.778  0.1210
H 3.003 -5.535 1.606  0.0654
H 1.274 6.751 6.078  0.0861

Values from the calculation:
**LUMO energy (alpha / beta)**: -2.166 / -4.113 eV
**Electronic energy**: -2918.547059 hartree
**Charge**: +1
**2S+1**: 2
**HOMO level (alpha / beta)**: -9.448 / -9.377 eV
**<S²>**: 0.754

---

Record 3
DFT (wB97M-V/def2-TZVPD) results for a molecular structure, C33H50Cl2F3N6NaOS3Si4Te.

Each line ends with the Löwdin charge.
Atoms and positions in Å:
Te 0.402 0.950 -1.009  0.4200
Cl 5.501 0.363 -2.460  0.6347
Cl 8.404 -0.533 2.003  0.5886
S 1.922 -4.827 -0.205  0.5337
S 0.187 0.592 2.378  0.6234
S -1.314 -3.273 2.226  0.7511
Si -1.087 2.123 -2.538  -0.1328
Si -1.647 4.124 -1.489  0.2858
Si 0.007 2.677 -4.522  0.2995
Si -3.093 1.184 -3.231  0.3047
Na 1.727 -1.898 -0.112  0.0870
F 1.274 -7.012 -2.179  0.1069
F -0.691 -7.325 -2.977  0.0794
F -0.308 -7.710 -0.891  0.1056
O 3.230 -0.696 -0.821  -0.1795
N 3.293 -1.392 1.812  0.1264
N -0.074 -3.207 -0.823  -0.0185
N -0.314 2.931 3.645  0.0645
N -0.085 -3.657 4.550  -0.1991
N 1.665 2.708 2.361  0.0543
N -2.071 -2.469 4.697  -0.2600
C -2.788 -1.365 4.063  -0.1256
C -2.212 -3.817 -1.702  -0.0845
C 4.484 -1.690 3.856  -0.0681
C -2.999 -3.431 5.280  -0.0933
C 0.096 -3.507 5.982  -0.0659
C -2.895 -0.546 -3.923  -0.2109
C -2.877 5.264 -2.365  -0.2292
C -3.931 2.189 -4.588  -0.2239
C 0.506 2.107 2.859  -0.8627
C 5.536 -0.181 -0.799  -0.5876
C 0.088 4.123 3.933  -0.1725
C -2.372 3.777 0.206  -0.2235
C 2.060 3.944 2.665  -0.0960
C -0.012 -6.844 -1.893  -0.6027
C 4.324 -0.638 -0.223  -0.4199
C 4.449 -1.020 1.199  -0.1160
C 6.838 -0.565 1.193  -0.6291
C 0.390 -4.483 -0.924  -0.7412
C -0.436 -5.439 -1.582  -0.1470
C -1.127 -3.122 3.862  -0.7875
C -0.684 4.150 -5.487  -0.2286
C 5.685 -0.982 1.895  -0.1920
C 1.805 3.084 -4.192  -0.2338
C 3.309 -1.701 3.083  -0.1491
C 5.664 -1.342 3.261  -0.0496
C -0.089 5.143 -1.226  -0.2349
C -0.015 1.232 -5.729  -0.2303
C -4.331 1.064 -1.820  -0.2267
C 6.751 -0.166 -0.115  -0.1628
C 1.303 4.712 3.489  -0.0797
C 0.955 -4.435 3.888  -0.0745
C -1.735 -5.097 -1.928  -0.0348
C -1.315 -2.900 -1.180  -0.1972
H -3.634 -3.889 4.508  0.0870
H -2.534 5.525 -3.372  0.0072
H -3.508 -1.716 3.313  0.0666
H 0.667 1.413 -6.567  0.0214
H -0.085 4.318 -6.389  0.0191
H -4.632 2.057 -1.471  0.0087
H 1.930 -4.004 4.122  0.0696
H -3.314 -0.819 4.849  0.0804
H -2.362 -1.191 -3.218  0.0066
H -1.019 1.070 -6.134  0.0077
H -3.014 6.191 -1.797  0.0182
H -0.659 5.065 -4.887  0.0086
H 2.342 3.279 -5.127  0.0219
H -1.723 3.987 -5.793  0.0072
H 0.815 -4.428 2.811  0.0139
H -3.316 2.206 -5.494  0.0084
H -2.504 4.700 0.783  0.0231
H 1.594 5.714 3.761  0.0843
H 0.295 0.309 -5.229  0.0335
H -3.636 -2.920 6.004  0.0815
H -3.885 0.542 -0.966  0.0313
H 2.988 4.278 2.221  0.1295
H -4.088 3.229 -4.283  0.0091
H 1.896 3.965 -3.548  0.0159
H -3.345 3.282 0.125  0.0111
H -2.313 -0.538 -4.849  0.0140
H -3.870 -1.000 -4.133  0.0272
H 2.172 2.140 1.692  0.1147
H -1.717 3.103 0.769  0.0038
H 2.292 2.255 -3.669  0.0149
H -4.904 1.755 -4.845  0.0225
H -1.594 -1.859 -1.032  0.0779
H -3.855 4.782 -2.468  0.0090
H -2.371 -5.838 -2.393  0.1110
H -0.582 4.706 4.565  0.1008
H -3.226 -3.531 -1.947  0.0915
H 0.693 4.509 -0.795  0.0076
H 1.144 -3.278 6.185  0.0818
H 0.290 5.538 -2.175  0.0127
H 4.447 -1.954 4.906  0.0924
H 7.640 0.172 -0.633  0.0925
H 2.351 -1.960 3.527  0.0889
H -0.156 -4.432 6.511  0.0816
H 0.935 -5.470 4.243  0.0916
H -5.231 0.518 -2.125  0.0209
H 6.588 -1.326 3.825  0.0767
H -0.528 -2.700 6.351  0.0824
H -0.270 5.986 -0.549  0.0190
H -2.091 -0.689 3.570  0.0253
H -2.459 -4.227 5.795  0.0727

Values from the calculation:
**LUMO energy**: 3.590 eV
**Electronic energy**: -5694.376725 hartree
**Charge**: -2
**HOMO level**: -1.413 eV